{"formula": "C25H24FIrN4O3", "method": "wB97M-V/def2-TZVPD", "charge": 1, "multiplicity": 2, "e_tot_ev": -43964.399, "gap_ha": [0.2013, 0.2051], "lumo_ha": [-0.17687, -0.17301], "e_homo_ha": [-0.3782, -0.3782], "e_above_lowest_kj_mol": 490.7, "species": ["Ir", "C", "C", "C", "C", "C", "C", "C", "F", "C", "C", "C", "O", "C", "C", "N", "C", "C", "O", "O", "H", "H", "H", "H", "H", "H", "H", "H", "H", "H", "H", "N", "C", "C", "N", "C", "H", "H", "H", "H", "C", "C", "C", "C", "C", "C", "C", "C", "N", "H", "H", "H", "H", "H", "H", "H", "H", "H"], "xyz": [[-0.353, -1.854, -0.230], [0.649, 5.583, 1.433], [0.049, 4.834, 0.242], [0.607, 5.333, -1.084], [2.087, 4.993, -1.198], [2.290, 3.514, -0.999], [3.373, 2.869, -1.575], [3.538, 1.507, -1.418], [4.610, 0.907, -1.971], [2.622, 0.745, -0.729], [1.523, 1.378, -0.166], [0.452, 0.561, 0.498], [0.847, -0.743, 0.821], [-1.524, 0.942, 1.869], [-1.933, 2.199, 1.095], [0.244, 3.384, 0.332], [1.356, 2.767, -0.261], [-2.137, -0.344, 1.982], [-2.252, 0.392, 3.072], [-2.410, -1.430, 1.570], [0.504, 6.657, 1.312], [1.717, 5.386, 1.521], [0.180, 5.299, 2.375], [-1.034, 5.006, 0.236], [0.445, 6.408, -1.160], [0.061, 4.859, -1.904], [2.662, 5.559, -0.461], [2.472, 5.285, -2.175], [4.099, 3.431, -2.150], [2.757, -0.322, -0.627], [-2.750, 2.783, 1.509], [-2.230, 1.864, -0.282], [-0.470, 2.728, 1.368], [-0.060, 1.294, 1.744], [-0.604, 0.189, -0.493], [-1.661, 0.821, -0.891], [-3.021, 2.298, -0.729], [-0.531, 3.331, 2.277], [0.628, 1.128, 2.568], [-2.174, 0.439, -1.769], [0.914, -4.821, 1.559], [0.015, -5.570, 0.628], [-0.108, -6.943, 0.683], [-0.955, -7.609, -0.196], [-1.704, -6.933, -1.155], [-1.624, -5.561, -1.260], [-2.415, -4.796, -2.273], [-0.753, -4.879, -0.358], [-0.650, -3.555, -0.447], [1.438, -5.509, 2.217], [0.343, -4.119, 2.169], [1.649, -4.232, 1.007], [0.458, -7.504, 1.415], [-1.034, -8.687, -0.133], [-2.353, -7.486, -1.821], [-3.006, -5.472, -2.885], [-1.758, -4.215, -2.922], [-3.087, -4.089, -1.783]]}

=====

{"formula": "C10H10BrClRe", "method": "wB97M-V/def2-TZVPD", "charge": 0, "multiplicity": 4, "e_tot_ev": -95224.074, "gap_ha": [0.2644, 0.2300], "lumo_ha": [-0.02396, -0.05732], "e_homo_ha": [-0.2883, -0.2873], "e_above_lowest_kj_mol": 8.8, "species": ["C", "C", "C", "H", "C", "C", "H", "H", "H", "H", "Re", "Br", "C", "C", "C", "H", "C", "C", "H", "H", "H", "H", "Cl"], "xyz": [[0.363, -1.066, -1.758], [0.955, 0.075, -2.510], [2.334, 0.156, -2.139], [0.416, 0.565, -3.347], [2.596, -0.862, -1.145], [1.355, -1.607, -0.948], [1.243, -2.611, -0.514], [-0.567, -1.600, -2.048], [3.066, 0.896, -2.525], [3.563, -1.147, -0.714], [1.221, 0.437, -0.398], [-0.609, 2.239, -0.628], [-2.175, 0.157, 2.214], [-1.479, -1.094, 2.086], [-1.747, -1.611, 0.793], [-0.762, -1.498, 2.793], [-2.625, -0.697, 0.119], [-2.874, 0.396, 1.001], [-3.440, 1.290, 0.774], [-2.052, 0.862, 3.040], [-1.288, -2.490, 0.355], [-3.037, -0.838, -0.869], [1.326, 0.503, 1.995]]}

=====

{"formula": "C4H6F2O2", "method": "wB97M-V/def2-TZVPD", "charge": 0, "e_tot_ev": -13769.569, "gap_ha": 0.3174, "lumo_ha": -0.05309, "e_homo_ha": -0.3705, "e_above_lowest_kj_mol": 538.1, "species": ["C", "C", "C", "C", "H", "H", "H", "H", "H", "H", "O", "O", "F", "F"], "xyz": [[0.632, -0.670, 0.611], [-0.576, -1.013, -0.283], [-0.472, 0.452, -0.768], [0.343, 0.806, 0.428], [1.147, -0.613, 2.722], [1.626, -0.706, 0.058], [-1.459, -0.948, 0.376], [-0.949, -1.770, -1.037], [-1.483, 0.881, -0.833], [-0.746, 1.157, -3.020], [0.542, -1.065, 1.956], [0.326, 0.570, -1.971], [-0.464, 1.429, 1.346], [1.534, 1.491, 0.416]]}

=====

{"formula": "C41H67FN8O8P", "method": "wB97M-V/def2-TZVPD", "charge": 1, "e_tot_ev": -83894.172, "gap_ha": 0.2627, "lumo_ha": -0.16468, "e_homo_ha": -0.4274, "e_above_lowest_kj_mol": 844.3, "species": ["C", "C", "O", "C", "C", "C", "O", "O", "C", "C", "O", "C", "O", "C", "C", "C", "C", "O", "C", "C", "O", "C", "F", "N", "N", "C", "P", "C", "O", "H", "H", "H", "H", "H", "H", "H", "H", "H", "H", "H", "H", "H", "H", "H", "H", "H", "H", "H", "H", "H", "H", "H", "H", "H", "C", "C", "C", "C", "N", "H", "H", "H", "H", "H", "H", "H", "C", "C", "C", "C", "N", "H", "H", "H", "H", "H", "H", "H", "C", "C", "C", "C", "N", "H", "H", "H", "H", "H", "H", "H", "C", "C", "C", "C", "N", "H", "H", "H", "H", "H", "H", "H", "C", "C", "C", "C", "N", "H", "H", "H", "H", "H", "H", "H", "C", "C", "C", "C", "N", "H", "H", "H", "H", "H", "H", "H"], "xyz": [[-2.181, 2.197, 5.473], [-3.036, 0.942, 4.958], [-3.705, 1.126, 3.671], [-2.945, 1.904, 2.771], [-1.536, 1.435, 2.239], [-0.879, 0.026, 2.695], [-0.247, -0.054, 3.785], [-0.955, -1.151, 1.911], [-2.313, -1.467, 1.497], [-3.226, -2.113, 2.651], [-4.565, -2.272, 2.047], [-5.523, -2.658, 3.032], [-5.422, -3.795, 3.559], [-6.753, -1.737, 3.519], [-6.302, -0.598, 4.561], [-0.809, 2.412, 1.240], [0.657, 2.089, 0.622], [1.525, 1.604, 1.646], [2.143, 0.366, 1.385], [3.199, -0.142, 2.511], [1.957, -0.418, 0.430], [-1.543, 3.732, 0.817], [-0.832, 4.539, -0.123], [-2.863, 4.098, 1.303], [-3.448, 5.269, 0.839], [-3.581, 3.256, 2.273], [-5.308, 3.674, 2.969], [-6.489, 2.670, 1.826], [-5.638, 5.350, 2.862], [-1.068, 2.028, 5.245], [-2.571, 3.216, 5.144], [-2.256, 2.186, 6.629], [-2.430, -0.032, 4.962], [-3.878, 0.782, 5.735], [-2.229, -2.267, 0.668], [-2.870, -0.583, 1.007], [-3.374, -1.442, 3.566], [-2.868, -3.161, 2.926], [-7.493, -2.423, 4.069], [-7.315, -1.252, 2.640], [-5.285, -0.908, 4.998], [-7.027, -0.431, 5.428], [-6.232, 0.391, 3.965], [0.469, 1.422, -0.284], [1.111, 3.073, 0.214], [4.277, -0.030, 2.137], [2.997, 0.409, 3.507], [2.928, -1.238, 2.707], [-4.415, 4.980, 0.568], [-3.027, 5.590, -0.047], [-5.944, 1.664, 1.661], [-7.475, 2.554, 2.390], [-6.592, 3.205, 0.819], [-6.587, 5.528, 3.076], [-0.831, 4.383, -3.385], [0.122, 3.506, -4.188], [-0.353, 2.055, -4.297], [-0.459, 1.450, -2.926], [-0.539, 0.968, -1.848], [-0.916, 4.042, -2.350], [-0.467, 5.413, -3.358], [-1.831, 4.387, -3.830], [1.112, 3.537, -3.721], [0.227, 3.923, -5.193], [0.353, 1.471, -4.892], [-1.329, 2.005, -4.787], [8.021, 0.807, 4.716], [7.278, -0.458, 5.132], [7.521, -1.632, 4.180], [7.047, -1.278, 2.800], [6.673, -1.000, 1.713], [7.686, 1.169, 3.740], [7.841, 1.608, 5.438], [9.100, 0.630, 4.666], [6.206, -0.240, 5.184], [7.597, -0.743, 6.138], [6.980, -2.516, 4.527], [8.586, -1.880, 4.141], [-1.890, 8.887, -3.780], [-1.184, 8.542, -5.088], [-2.157, 8.171, -6.210], [-2.959, 6.965, -5.812], [-3.591, 6.015, -5.499], [-2.451, 8.034, -3.388], [-1.160, 9.173, -3.019], [-2.584, 9.722, -3.917], [-0.491, 7.714, -4.909], [-0.585, 9.401, -5.405], [-1.606, 7.947, -7.126], [-2.838, 9.001, -6.419], [2.188, -6.309, 1.758], [2.240, -5.007, 0.964], [3.539, -4.228, 1.184], [3.677, -3.863, 2.635], [3.785, -3.572, 3.776], [2.221, -6.127, 2.835], [1.259, -6.844, 1.548], [3.025, -6.962, 1.493], [1.383, -4.386, 1.245], [2.138, -5.236, -0.101], [3.534, -3.312, 0.586], [4.403, -4.826, 0.881], [2.380, -1.689, -6.240], [1.099, -2.298, -6.791], [0.909, -2.017, -8.285], [0.832, -0.527, -8.528], [0.767, 0.643, -8.722], [2.371, -0.599, -6.325], [2.493, -1.933, -5.181], [3.258, -2.069, -6.770], [0.246, -1.904, -6.228], [1.118, -3.379, -6.628], [-0.014, -2.482, -8.641], [1.741, -2.430, -8.862], [4.040, -8.605, -0.754], [2.755, -9.197, -1.321], [2.557, -8.878, -2.804], [2.480, -7.391, -3.000], [2.421, -6.220, -3.153], [4.037, -7.513, -0.803], [4.154, -8.881, 0.297], [4.915, -8.972, -1.298], [1.905, -8.819, -0.744], [2.775, -10.283, -1.188], [1.632, -9.334, -3.167], [3.385, -9.276, -3.397]]}

=====

{"formula": "C6H8", "method": "wB97M-V/def2-TZVPD", "charge": 0, "smiles": "C1[C@H]2C[C@H]3[C@@H]1[C@@H]23", "e_tot_ev": -6347.280, "gap_ha": 0.3600, "lumo_ha": 0.04575, "e_homo_ha": -0.3142, "e_above_lowest_kj_mol": 338.0, "species": ["C", "C", "C", "C", "C", "C", "H", "H", "H", "H", "H", "H", "H", "H"], "xyz": [[-1.189, -0.245, 0.745], [-0.470, 1.020, 0.320], [0.986, 0.623, -0.040], [1.112, -0.873, 0.173], [-0.345, -0.967, -0.327], [-0.107, 0.542, -1.026], [-2.257, -0.254, 0.517], [-1.042, -0.553, 1.791], [-0.713, 2.043, 0.561], [1.767, 1.366, -0.053], [1.818, -1.364, -0.498], [1.312, -1.197, 1.206], [-0.636, -1.112, -1.343], [-0.236, 0.973, -2.028]]}

=====

{"formula": "C2H4ClNOS", "method": "wB97M-V/def2-TZVPD", "charge": 0, "e_tot_ev": -29032.160, "gap_ha": 0.3728, "lumo_ha": -0.01786, "e_homo_ha": -0.3907, "e_above_lowest_kj_mol": 179.4, "species": ["C", "C", "N", "O", "S", "Cl", "H", "H", "H", "H"], "xyz": [[0.506, 0.512, 0.253], [1.151, -0.724, -0.194], [-0.939, 0.905, -0.411], [-3.323, 0.793, -0.367], [-2.133, 0.428, 0.399], [0.084, -2.229, -0.031], [0.884, 1.479, -0.118], [0.321, 0.453, 1.245], [2.009, -0.857, 0.485], [1.441, -0.759, -1.262]]}

=====

no.,largest force on an atom (eV/A)
1,0.21
2,6.43
3,5.81
4,5.46
5,3.33
6,5.75